2 unconnected molecules or ions with the total composition C4H6N2. Source: the OMol25 dataset; level of theory: ωB97M-V/def2-TZVPD.

- Energy relative to the best compared isomer or geometry (same formula, charge and spin): 558.63 kJ/mol
- Net charge: 0
- Orbital gap (alpha / beta): 8.625 / 8.655 eV
- E_LUMO (alpha / beta): -0.0418 / -0.0427 hartree
- Total energy: -265.32280 hartree
- Spin multiplicity: 1

XYZ file:
```
12
Properties=species:S:1:pos:R:3:forces:R:3
N 0.024240 2.428250 -1.363745 0.1 -1.1 0.1
N 0.275399 -1.911134 0.363667 0.2 0.4 0.0
C 0.727544 -0.769788 0.041491 0.0 -0.2 0.0
C -1.054129 0.857688 1.461116 -0.5 0.1 0.4
C 0.330960 -0.175020 -1.291606 -0.1 -0.1 -0.1
C 0.153611 1.280925 -1.295533 -0.1 1.0 -0.1
H -0.995767 1.157924 2.530989 0.1 -0.1 -0.2
H 1.116518 -0.413191 -2.021193 -0.1 0.0 0.1
H -2.133935 0.623146 1.334843 0.2 0.0 -0.1
H -0.586938 -0.663609 -1.630568 0.1 0.1 0.0
H 1.458115 -0.197867 0.622592 -0.1 -0.1 0.0
H 0.684381 -2.217324 1.247946 0.0 0.0 -0.1
```
Positions in Å, forces in eV/Å.

---

A molecular structure, C8H17F5N2OPt. Source: the OMol25 dataset; level of theory: ωB97M-V/def2-TZVPD.

- Energy relative to the best compared isomer or geometry (same formula, charge and spin): 0.00 kJ/mol
- Net charge: 0
- Orbital gap: 7.928 eV
- E_LUMO: -0.0004 hartree
- Total energy: -1118.41405 hartree
- Spin multiplicity: 1

XYZ file:
```
34
Properties=species:S:1:pos:R:3:forces:R:3
Pt 0.297034 -0.891816 0.052504 -0.2 0.2 1.3
F -2.248533 -1.050276 1.265315 0.0 0.0 0.0
F -3.122135 -3.304955 0.096673 0.0 0.0 0.0
F -2.423886 -0.960372 -0.926597 0.0 0.0 0.1
F -1.206202 -3.574489 1.058790 0.0 0.0 0.0
F -1.331870 -3.470815 -1.103132 0.0 0.0 0.0
O 0.185258 1.063512 -0.365689 0.1 0.2 -0.7
N 2.361899 -0.325818 0.184099 0.0 0.0 0.1
N 0.780672 -1.859469 2.029159 0.1 -0.3 -0.7
C -0.626858 1.875306 -1.186477 0.0 -0.1 -0.1
C -1.623377 -1.432772 0.083512 0.0 -0.1 0.0
C -1.834211 -2.962531 0.027109 0.0 0.1 0.0
C 1.927750 -1.041899 2.482082 -0.1 0.0 0.1
C -0.795401 1.255461 -2.571083 0.0 -0.1 0.0
C -1.979314 2.133703 -0.525021 0.0 0.0 0.0
C 0.123513 3.203533 -1.316176 0.0 0.0 0.0
C 2.959260 -0.951664 1.374593 0.0 0.0 -0.1
H -1.468254 1.849367 -3.193462 0.0 0.0 0.0
H 2.167405 0.674818 0.260347 0.2 0.1 0.1
H 0.273945 3.645563 -0.329542 0.0 0.0 0.0
H -1.830073 2.644506 0.428450 0.0 0.0 0.0
H 0.175595 1.193896 -3.067726 0.0 0.0 0.0
H 1.545810 -0.046099 2.712005 0.0 0.0 0.0
H 0.962585 -2.855548 2.086781 0.0 0.0 0.0
H -0.055965 -1.665765 2.567151 0.0 0.0 0.0
H -2.605226 2.764163 -1.161358 0.0 0.0 0.0
H 3.856532 -0.427201 1.710779 0.0 0.0 0.1
H 2.946905 -0.469795 -0.629527 -0.1 0.0 -0.1
H -2.513702 1.207195 -0.334662 0.0 0.0 0.0
H 3.249433 -1.968128 1.098783 0.1 0.0 -0.1
H 2.389384 -1.449099 3.384786 0.0 0.0 0.0
H -1.202449 0.247551 -2.485634 0.0 0.1 0.0
H 1.099922 3.038172 -1.775691 0.0 0.0 0.0
H -0.435432 3.911751 -1.931130 0.0 0.0 0.0
```
Positions in Å, forces in eV/Å.

---

2 unconnected molecules or ions with the total composition C2H2IOS. Source: the OMol25 dataset; level of theory: ωB97M-V/def2-TZVPD.

- Energy relative to the best compared isomer or geometry (same formula, charge and spin): 156.61 kJ/mol
- Net charge: -1
- Orbital gap: 6.366 eV
- E_LUMO: 0.1161 hartree
- Total energy: -848.52825 hartree
- Spin multiplicity: 1

XYZ file:
```
7
Properties=species:S:1:pos:R:3:forces:R:3
I 0.924717 1.902323 1.597521 -0.8 -0.5 -0.9
S 1.551188 -1.793050 -0.033074 2.4 -0.6 0.1
O -1.038960 -1.631340 -0.503328 -0.7 -0.7 -0.8
C 0.077206 -1.301791 -0.304027 -2.4 2.5 1.2
C -0.286376 0.814465 0.037172 1.5 -1.2 -1.5
H 0.171382 1.111431 -1.006731 -1.4 0.1 2.2
H -1.399157 0.897961 0.212467 1.4 0.3 -0.3
```
Positions in Å, forces in eV/Å.

---

A molecular structure, C13H36F3O9S7Zn. Source: the OMol25 dataset; level of theory: ωB97M-V/def2-TZVPD.

- Net charge: 0
- Orbital gap (alpha / beta): 1.881 / 8.728 eV
- E_LUMO (alpha / beta): 0.0019 / 0.0002 hartree
- Total energy: -6059.98169 hartree
- Spin multiplicity: 2
- <S²>: 0.750

XYZ file:
```
69
Properties=species:S:1:pos:R:3:forces:R:3
Zn 0.144122 -0.106783 0.038609 -0.9 -1.8 0.2
S 2.481402 1.491067 -1.534051 1.1 0.8 2.2
S 2.558722 -3.153513 -0.481121 0.3 3.4 -0.2
S -1.826248 2.219117 -1.612531 1.1 -1.3 1.0
S -2.916738 -0.095553 1.680339 0.6 0.5 0.6
S 0.402332 -2.344683 2.711039 -0.7 0.0 0.3
S -1.728788 -1.913053 -2.290321 0.5 0.7 1.9
S 0.860632 2.335927 2.292739 0.2 -1.2 -2.5
F 1.965172 1.146667 -4.098731 0.2 -0.2 -0.6
F 4.027362 1.714707 -3.731411 0.4 0.1 -0.4
F 3.341732 -0.293203 -3.184321 0.3 0.1 -0.8
O 1.892602 2.813057 -1.598361 0.2 0.1 -0.7
O 0.120192 -1.215623 1.767869 0.0 -1.3 2.0
O 1.488332 0.508067 -1.086781 3.3 0.3 -2.9
O -0.705178 1.516877 -0.813231 -2.4 3.7 -2.0
O -1.787858 -0.127293 0.687889 -2.9 0.4 1.1
O 0.797692 1.106777 1.295669 1.3 5.0 4.3
O 1.621672 -1.966813 -0.193621 1.1 -2.7 -0.5
O -0.805738 -1.068933 -1.350611 -2.1 -3.1 -3.3
O 3.757512 1.443307 -0.791561 -1.4 -0.3 -1.1
C -1.172038 -3.660753 -2.263401 0.3 -0.2 1.3
C 0.925432 -1.609633 4.363009 -0.2 -0.5 -1.0
C -2.426118 1.103307 3.019819 -0.5 0.9 0.0
C 2.650972 -3.338043 -2.321841 -0.5 -0.6 0.4
C -1.426258 4.019317 -1.773001 1.0 -0.5 -0.3
C 4.200092 -2.337293 -0.347851 0.7 -1.3 -0.2
C -3.337728 -2.246523 -1.388121 -0.1 0.5 -0.9
C 3.021782 1.011607 -3.296021 -1.8 -0.3 2.6
C -1.258678 -3.049093 3.232229 1.2 0.0 0.1
C 2.623282 2.844637 2.276909 0.6 -0.7 -0.2
C -1.605268 1.657397 -3.330161 0.2 0.8 0.2
C -4.268958 0.998897 1.063099 0.7 -1.1 0.4
C 0.258302 3.884167 1.444029 0.1 -0.4 -0.5
H -1.712998 -4.366823 -2.893431 -0.3 0.6 -0.3
H 3.587202 -3.703573 -2.743711 0.3 0.1 0.5
H -0.565888 1.789167 -3.630881 0.0 0.1 0.2
H 3.041942 3.086357 3.253839 -0.6 0.2 0.2
H -1.587148 -3.862863 2.585709 0.2 0.4 -0.5
H 1.927562 -1.219843 4.184399 -0.1 0.2 -0.1
H -2.183218 4.604037 -2.295701 -0.3 -0.4 0.1
H 3.173462 1.955887 1.967819 -0.2 -0.2 -0.2
H -3.964718 -1.355323 -1.360671 0.6 0.7 0.4
H -1.504798 1.004207 3.593789 0.2 -0.8 -0.6
H -0.100318 -3.785263 -2.418421 -0.1 0.6 -0.4
H 4.406092 -1.882433 0.621049 -0.6 0.2 -0.1
H -1.053268 -3.550733 4.177889 -0.2 0.3 0.3
H -3.823078 1.968987 0.843509 -0.4 0.0 -0.1
H -1.237418 4.452297 -0.790671 -0.4 -0.3 0.0
H -1.320498 -3.983903 -1.233041 -0.1 0.0 0.1
H 0.246132 -0.839403 4.728239 0.0 -0.1 -0.1
H 1.031892 -2.436263 5.065469 -0.2 0.0 0.0
H -0.808768 3.901227 1.222309 -0.1 -0.5 0.6
H -2.249258 2.298097 -3.932561 -0.1 -0.2 -0.2
H -2.003718 -2.255063 3.282429 0.1 -0.1 0.2
H 2.381762 -2.393393 -2.794341 -0.2 -0.1 0.2
H 0.525802 4.760477 2.034479 0.1 -0.2 0.3
H 4.929242 -3.143263 -0.430591 0.1 -0.3 0.0
H -4.748738 0.477017 0.235109 0.3 0.2 -0.4
H -3.267938 -2.706333 -0.402321 0.4 0.0 0.0
H -5.013778 0.957247 1.857829 0.1 0.5 0.2
H -2.407428 2.086977 2.550629 0.3 0.0 -0.2
H 4.435622 -1.699243 -1.199621 -0.6 0.4 0.3
H -3.193308 1.223957 3.784659 -0.4 -0.5 -0.2
H 0.726312 3.960837 0.462609 0.4 -0.3 0.1
H -4.008898 -2.804613 -2.040931 0.6 -0.8 -0.2
H -0.477798 4.103897 -2.303441 0.1 -0.1 -0.1
H 2.890502 3.604527 1.542569 -0.5 0.1 0.0
H 1.933242 -4.140633 -2.491581 -0.2 0.3 -0.4
H -1.877558 0.605667 -3.418581 -0.1 0.2 0.2
```
Positions in Å, forces in eV/Å.

---

A molecular structure, C13H31N2NaO7. Source: the OMol25 dataset; level of theory: ωB97M-V/def2-TZVPD.

- Net charge: 0
- Orbital gap: 7.775 eV
- E_LUMO: 0.0079 hartree
- Total energy: -1312.39184 hartree
- Spin multiplicity: 1

XYZ file:
```
54
Properties=species:S:1:pos:R:3:forces:R:3
Na 15.431523 14.869684 -25.281714 -0.5 0.5 -0.3
O 11.904223 15.898189 -27.633397 -1.8 0.1 -0.3
O 20.712186 13.914298 -25.461323 0.8 0.2 0.3
O 13.944518 15.136967 -27.712364 0.4 -1.6 -1.8
O 16.372754 16.763841 -23.872588 -0.4 -0.1 0.1
O 16.301217 10.832474 -27.546440 1.0 -0.7 0.8
O 13.386680 16.168910 -25.921424 -1.6 0.3 0.5
O 15.571418 13.953346 -22.604889 0.2 -1.2 -0.5
N 17.851156 15.004570 -25.894898 -1.0 -0.8 0.5
N 15.119114 12.374584 -25.235021 -0.2 -0.2 -1.2
C 22.092512 14.136219 -25.825631 -0.7 -0.4 1.0
C 13.061335 15.731264 -27.065310 4.8 0.9 3.8
C 15.044379 12.606471 -22.771140 -0.2 1.1 1.2
C 15.201535 11.707182 -27.717436 0.0 0.1 0.4
C 18.358943 15.621899 -24.684865 -0.5 2.2 -0.6
C 16.033905 9.422632 -27.469008 -0.3 1.0 -0.4
C 14.276040 12.439403 -24.038613 -0.1 -0.5 -0.8
C 19.819449 13.707096 -26.525385 -0.1 -0.8 -0.3
C 17.629940 17.000954 -24.529112 -0.4 -0.9 1.2
C 16.519459 13.996320 -21.555806 0.4 0.8 -0.1
C 18.347074 13.650533 -26.068481 1.2 0.1 -0.5
C 15.402404 17.836413 -23.822884 0.7 0.1 -0.2
C 14.338979 11.931044 -26.449572 0.5 0.4 0.2
H 15.659589 12.635198 -28.059584 -0.3 0.1 0.0
H 13.740577 11.490762 -24.000342 -0.4 -0.1 0.5
H 22.276645 15.166341 -26.130655 -0.1 0.0 -0.4
H 15.798808 11.831355 -22.636487 0.5 0.1 -0.3
H 18.222048 13.080873 -25.147635 0.2 0.1 0.2
H 18.270325 17.619177 -23.899988 -0.1 0.4 0.1
H 15.635305 9.100854 -28.431128 -0.5 -0.1 0.0
H 15.836619 11.682845 -25.071363 0.3 -0.1 0.0
H 14.515159 17.523987 -23.272159 0.2 -0.5 -0.3
H 16.135274 13.692091 -20.582185 -0.3 -0.3 0.0
H 13.530975 13.226309 -24.155977 0.0 0.2 0.0
H 17.432403 17.508124 -25.473485 0.3 -0.1 -0.3
H 17.430989 13.445554 -21.787893 0.0 -0.5 -0.1
H 14.604445 11.272649 -28.519157 -0.5 0.3 -0.1
H 16.853615 15.027065 -21.437387 -0.3 0.1 -0.2
H 12.181012 15.326905 -28.353545 -1.1 -0.2 -1.5
H 19.418860 15.848037 -24.801159 0.2 -0.1 0.4
H 20.099083 12.792519 -27.048318 0.0 -0.4 -0.1
H 18.144179 15.584992 -26.667784 -0.2 -0.1 -0.3
H 15.355322 9.218032 -26.640899 -0.1 -0.3 -0.1
H 15.767995 18.707961 -23.279899 0.5 0.1 0.0
H 18.199302 14.994265 -23.808123 -0.1 0.1 -0.1
H 13.582305 12.705260 -26.576619 0.2 0.2 -0.6
H 19.906092 14.493570 -27.275081 0.0 0.4 -0.1
H 15.132981 18.143981 -24.833282 -0.2 -0.1 0.0
H 16.950730 8.844027 -27.356051 0.2 0.5 0.3
H 17.784428 13.075634 -26.804010 -0.1 0.3 -0.3
H 13.748699 11.020885 -26.343345 0.1 -0.4 0.8
H 22.670241 13.978489 -24.914890 -0.1 0.1 0.1
H 14.369223 12.492137 -21.923089 -0.3 -0.3 0.0
H 22.482652 13.387951 -26.515555 -0.3 0.1 -0.5
```
Positions in Å, forces in eV/Å.

---

A molecular structure, C17H16CdN8O5S. Source: the OMol25 dataset; level of theory: ωB97M-V/def2-TZVPD.

- Energy relative to the best compared isomer or geometry (same formula, charge and spin): 0.00 kJ/mol
- Net charge: -2
- Orbital gap: 7.200 eV
- E_LUMO: 0.1701 hartree
- Total energy: -2037.73539 hartree
- Spin multiplicity: 1

XYZ file:
```
48
Properties=species:S:1:pos:R:3:forces:R:3
Cd 0.126154 -0.089165 0.259575 0.2 -0.5 0.3
S 1.898880 -2.782760 1.058675 0.1 0.1 -0.1
O -3.279265 -2.865131 0.709703 0.0 0.0 0.0
O 1.687002 0.633611 4.340716 0.1 0.0 0.0
O 1.402298 0.683704 2.112391 -0.1 0.1 0.1
O -0.902050 2.049829 1.626773 -0.1 -0.1 0.0
O -1.902826 -1.284191 -0.102010 -0.1 -0.1 0.1
N 2.355566 -1.931698 -1.468386 0.2 0.1 0.0
N -0.851176 -0.859464 2.355463 -0.2 0.0 0.1
N 5.197274 3.979479 -1.255749 0.0 0.0 0.0
N -0.955193 0.418035 -1.938600 -0.1 0.0 0.0
N 1.651150 4.917360 -3.713686 0.0 0.0 0.0
N 1.308831 1.805916 -0.566056 0.1 0.0 0.0
N 4.181507 -2.581276 -0.312135 0.0 -0.2 0.2
N 1.129800 -1.374952 -1.441640 -0.2 0.0 -0.3
C 1.959761 2.579126 -1.123635 0.2 0.3 -0.2
C -1.472527 1.538376 2.824752 0.1 0.1 -0.1
C 2.717642 3.548629 -1.809075 0.1 0.0 -0.1
C 0.194074 -0.934059 3.371268 -0.1 0.0 -0.1
C 2.814128 -2.370065 -0.312625 -0.1 -0.1 -0.1
C 1.185295 0.231449 3.288967 0.1 0.2 -0.2
C -1.457470 -2.159766 2.057228 0.1 0.1 0.1
C 0.457030 -1.437051 -2.528174 -0.1 0.1 0.0
C -2.303858 -2.110643 0.780105 0.0 0.2 -0.2
C -2.035250 1.167999 -2.114463 0.1 0.0 0.1
C -2.982911 0.910959 -3.090623 0.0 0.0 0.0
C 4.082961 3.775239 -1.489043 -0.4 -0.1 -0.1
C -2.784090 -0.185108 -3.916116 0.0 0.0 0.0
C 2.124844 4.299789 -2.857157 0.1 -0.2 0.3
C -1.909908 0.089219 2.709988 0.0 -0.1 0.0
C -1.656890 -0.964068 -3.743187 0.0 0.0 -0.1
C -0.763286 -0.641931 -2.726490 0.2 0.0 0.0
H -0.652534 -2.872914 1.877632 0.0 0.0 0.0
H -2.374800 2.120595 3.030103 0.0 0.1 0.0
H 0.778054 -1.834035 3.183597 0.0 0.0 0.1
H -3.849578 1.549015 -3.195112 0.0 0.0 0.0
H -2.366318 -0.202559 3.670387 0.0 0.0 0.0
H -1.471310 -1.831724 -4.363195 0.0 0.0 0.0
H 4.554486 -2.684035 0.617237 0.0 0.0 0.0
H 0.065862 1.921230 1.702609 0.0 0.1 0.1
H -2.676616 0.023992 1.936412 0.0 0.0 0.0
H -0.790550 1.681139 3.667112 0.0 0.0 0.0
H 4.688004 -1.948908 -0.912615 0.0 0.0 0.0
H -0.219201 -0.983665 4.385498 0.0 0.0 0.0
H -3.506422 -0.433430 -4.684796 0.0 0.0 0.0
H -2.136428 2.013147 -1.441893 0.0 0.0 0.0
H -2.079612 -2.518975 2.885018 0.0 0.0 0.0
H 0.819476 -2.056252 -3.344750 0.0 0.0 -0.1
```
Positions in Å, forces in eV/Å.

---

C6H10OS in the gas phase. Source: the OMol25 dataset; level of theory: ωB97M-V/def2-TZVPD.

- Energy relative to the best compared isomer or geometry (same formula, charge and spin): 385.46 kJ/mol
- Net charge: 0
- Orbital gap (alpha / beta): 7.589 / 6.740 eV
- E_LUMO (alpha / beta): -0.0226 / -0.0281 hartree
- Total energy: -707.90347 hartree
- Spin multiplicity: 1

XYZ file:
```
18
Properties=species:S:1:pos:R:3:forces:R:3
S -3.038591 0.694196 0.153110 0.4 -0.3 0.0
O -0.632127 -1.426044 0.037705 -0.5 -2.6 0.5
C -0.322970 -0.264031 -0.060756 -2.0 3.5 -0.9
C -1.350164 0.834355 -0.203152 -1.4 -4.7 0.8
C 1.505934 1.559308 -0.316802 1.7 1.5 0.3
C 1.003724 0.160832 -0.131995 2.4 0.2 -1.1
C 2.021336 -0.953152 -0.068634 2.2 1.6 -0.4
C -3.504843 -0.999223 -0.226045 0.8 -1.6 -3.7
H 3.062097 -0.664047 -0.579976 -1.9 -0.1 1.9
H -4.446861 -1.420145 0.186792 0.8 0.8 0.3
H -2.551388 -1.664760 -0.085572 -2.1 1.2 -0.1
H 2.521468 1.654353 -0.925421 -2.3 -0.5 0.8
H -3.731784 -0.957972 -1.436503 0.6 -0.3 2.9
H -1.218690 1.805610 -0.024024 1.5 3.8 0.3
H 1.817305 -1.797803 -0.665935 -1.2 -1.0 -0.6
H 1.872703 1.964558 0.676883 -0.4 -0.5 -0.7
H 2.036025 -1.325013 0.973925 0.7 0.2 -0.4
H 0.777489 2.341335 -0.662509 0.6 -1.0 0.1
```
Positions in Å, forces in eV/Å.

---

C3H4N2O in the gas phase. Source: the OMol25 dataset; level of theory: ωB97M-V/def2-TZVPD.

- Energy relative to the best compared isomer or geometry (same formula, charge and spin): 132.41 kJ/mol
- Net charge: 0
- Orbital gap: 9.479 eV
- E_LUMO: 0.0280 hartree
- Total energy: -301.43680 hartree
- Spin multiplicity: 1
- Structure (SMILES): Oc1cn[nH]c1

XYZ file:
```
10
Properties=species:S:1:pos:R:3:forces:R:3
O -0.614789 -1.965537 0.184831 0.1 -0.2 0.2
N 0.539689 1.353361 0.118784 -0.2 0.3 0.4
N 0.214853 1.211919 -1.170002 -0.1 -0.1 0.1
C 0.298404 0.233264 0.862129 -0.2 -0.2 -0.3
C -0.190375 -0.038994 -1.281658 -0.1 -0.2 -0.1
C -0.182534 -0.697086 -0.028787 0.1 0.5 0.0
H -0.488384 -0.435028 -2.242916 0.0 0.0 0.1
H 0.508983 2.283918 0.502274 0.4 0.0 -0.1
H 0.514744 0.184304 1.919970 -0.1 0.0 -0.1
H -0.600591 -2.130121 1.135373 0.0 -0.1 -0.2
```
Positions in Å, forces in eV/Å.